(1)
Computed, not measured: a 6-piece molecular cluster, C38H76BNO11S overall in a non-equilibrium geometry, with ωB97M-V with the def2-TZVPD basis set.

Geometry (Å):
C (-1.122, 2.760, -2.801)
C (7.430, 4.605, 1.735)
H (-0.041, -0.454, 5.915)
H (-4.537, -0.370, -2.865)
H (7.585, 7.896, 1.218)
H (5.913, 0.778, -3.486)
H (-5.699, 2.358, -2.439)
H (-6.378, 0.916, -3.307)
H (-2.663, 4.194, -1.278)
H (-0.863, -4.454, 5.196)
O (-1.947, -4.716, -8.115)
H (-1.533, -6.257, 3.267)
H (-3.649, 0.565, 4.094)
H (2.493, 4.085, -0.591)
H (0.190, 1.550, -1.281)
O (-0.229, 1.762, -3.272)
H (4.845, 3.180, -1.434)
H (-1.640, 0.106, 2.818)
C (-0.976, -5.491, -6.100)
O (5.135, 1.139, -3.050)
O (0.041, -0.734, -4.713)
B (4.088, 1.223, -3.978)
O (6.089, 5.052, 1.966)
S (0.656, -1.135, -3.448)
C (-0.551, -5.871, 3.540)
C (2.251, -3.102, -0.801)
H (2.132, -3.367, 0.249)
H (7.849, 7.122, 2.785)
C (-5.489, 1.515, -3.101)
H (4.681, 0.592, 2.001)
C (2.578, -1.859, -1.172)
H (1.980, 1.086, -4.489)
H (-4.169, 1.255, -0.313)
C (-0.585, -4.473, 4.143)
H (-0.210, -5.331, 1.464)
O (-5.798, -0.413, 5.691)
H (-1.944, 1.773, -1.058)
H (-0.625, -3.447, -5.370)
H (4.034, 0.742, -0.180)
C (4.719, 1.556, 0.074)
H (0.890, -2.910, 3.781)
H (5.725, 1.333, -0.295)
C (2.003, 1.343, -2.368)
H (-3.645, 3.738, -2.706)
H (-2.328, 0.147, -2.703)
H (-1.694, 1.202, 5.411)
C (-2.105, 0.210, 5.617)
H (5.506, 6.702, 0.885)
H (4.535, 3.671, 0.227)
C (7.472, 6.965, 1.771)
H (-1.355, -6.685, -7.896)
H (-7.948, 0.472, 7.317)
H (-2.228, -2.763, -7.484)
H (2.720, -1.245, -4.543)
O (1.279, -4.629, 2.694)
H (-2.897, 1.281, -3.891)
H (-5.581, 0.296, 7.622)
H (-2.606, 0.245, 6.584)
C (-1.353, -4.026, -5.928)
C (-3.256, 3.396, -1.742)
H (4.184, -0.929, -2.199)
H (-4.089, 3.184, -1.073)
C (4.284, 2.920, -0.536)
C (-7.566, -0.550, 7.261)
H (-2.815, -6.212, -7.005)
C (-2.325, 2.195, -1.997)
N (2.360, 2.752, -2.165)
C (-8.015, -1.201, 5.960)
O (0.113, -0.265, -2.185)
C (2.443, -0.804, -3.581)
H (7.413, 3.733, 1.080)
H (-7.353, 0.331, 4.569)
C (-4.606, 0.458, -0.914)
H (-0.547, -3.244, -7.785)
H (-5.672, 0.318, -0.709)
H (-1.262, -1.722, 6.146)
O (4.343, 1.718, -5.257)
H (-7.888, -1.083, 8.154)
C (-1.001, -0.834, 5.560)
H (9.252, 5.746, 1.336)
C (3.294, -1.501, -2.474)
H (-4.094, -0.469, -0.622)
H (-9.048, -0.983, 5.693)
C (-7.014, -0.632, 4.966)
H (-1.179, -6.104, -5.223)
C (-1.996, -0.716, 3.450)
H (-1.561, 3.210, -3.701)
H (1.502, -4.292, 4.712)
H (-5.605, -1.469, 7.445)
C (0.475, 1.125, -2.251)
C (-6.054, -0.533, 7.095)
H (-0.094, -6.571, 4.244)
H (0.088, -5.575, -6.337)
H (-5.101, 1.892, -4.053)
H (8.041, 5.801, 0.049)
H (2.279, -1.040, -0.517)
C (-3.008, -0.227, 4.475)
H (5.206, 1.423, -5.557)
H (7.860, 4.309, 2.698)
C (0.359, -5.666, 2.338)
H (5.469, 6.904, 2.647)
H (-2.311, -3.948, -5.407)
H (-6.822, -1.303, 4.129)
O (0.376, -2.560, -3.232)
H (0.913, -6.566, 2.067)
H (3.650, -2.447, -2.896)
C (2.610, 0.740, -3.653)
C (8.183, 5.780, 1.133)
O (-0.878, -1.226, 4.188)
H (-3.643, -1.050, 4.799)
H (2.036, -3.891, -1.519)
C (-1.506, -3.572, -7.369)
H (5.822, 1.931, 1.911)
H (1.553, 3.305, -2.423)
H (4.047, 2.236, 2.089)
C (-1.812, -5.889, -7.307)
C (-4.386, 0.630, -2.437)
H (-0.618, 3.582, -2.270)
H (2.430, 0.797, -1.517)
H (-1.291, -3.847, 3.593)
H (2.194, 2.430, -0.061)
H (-2.394, -1.501, 2.805)
C (2.768, 3.038, -0.779)
C (-2.947, 1.043, -2.820)
H (-7.901, -2.286, 6.028)
C (4.816, 1.614, 1.626)
C (6.034, 6.476, 1.818)
C (0.832, -3.991, 3.898)

The calculation puts the frontier orbital gap at 8.964 eV. Its total charge is 0. Its LUMO energy is 0.08 eV. For the energy above the lowest of the compared OMol25 structures with the same formula, charge and spin, the calculation gives 0.0 kJ/mol.

Results of the Mulliken charge analysis, in e, for atoms 1 through 4: -0.942, -0.187, 0.298, 0.487


(2)
Computed, not measured: a 4-piece molecular cluster, C38H76FN3O8PS5 overall in a non-equilibrium geometry, with ωB97M-V with the def2-TZVPD basis set.

Geometry (Å):
H (0.676, 6.945, -1.250)
H (-3.500, 0.328, -0.756)
H (-2.482, 0.235, -3.140)
H (3.012, 4.125, -1.111)
H (-3.609, -1.682, -2.335)
C (2.643, 6.253, -0.805)
H (4.234, 2.605, 0.406)
H (4.431, 5.123, -2.648)
H (-4.001, -2.900, 5.436)
H (2.537, 6.645, 0.207)
C (4.271, -3.595, 5.414)
C (-2.585, 0.158, -0.186)
H (-3.789, -3.832, 1.374)
H (-3.149, 5.205, -4.623)
C (3.542, 5.003, -0.747)
H (5.930, 4.331, 0.671)
H (3.138, -4.727, 3.940)
C (1.224, 6.011, -1.327)
C (-0.733, -1.127, -5.295)
H (-2.101, -2.346, -4.365)
H (6.813, 4.579, -1.795)
C (2.005, -4.721, -1.790)
O (1.739, -6.348, 5.506)
H (-1.096, 2.860, -1.203)
O (-3.301, -0.788, 3.974)
C (4.915, -4.807, 6.104)
H (5.616, 1.924, 1.230)
C (-0.772, -2.315, 6.257)
H (-3.185, 2.896, 1.891)
H (0.010, 0.906, -5.399)
H (5.339, 1.585, -0.495)
N (-0.956, 4.900, -0.585)
H (-0.896, 3.186, 0.508)
H (0.174, -2.825, 6.111)
H (3.589, -2.204, -0.109)
O (-2.949, 0.186, 6.258)
H (-1.354, 1.995, -3.932)
H (-1.721, 0.303, -0.843)
O (0.960, -0.904, -3.214)
H (1.522, -4.213, -2.631)
C (-5.221, -0.566, -3.051)
H (-1.851, -3.883, 5.240)
C (-3.864, -1.719, 0.975)
H (7.177, 3.281, 0.050)
H (-3.594, 4.473, -3.111)
H (-2.801, 0.592, 1.901)
C (-0.792, 0.320, -5.842)
H (-3.303, -0.612, -5.961)
H (3.811, 4.814, 0.287)
C (-2.895, 4.406, -3.937)
H (5.207, 6.160, -1.493)
H (-0.546, 0.225, -6.899)
H (-0.827, -1.640, 4.192)
P (0.954, -1.399, -4.605)
C (4.786, 5.165, -1.617)
H (-1.145, -1.580, -3.273)
H (-1.418, 1.329, 1.154)
C (-1.956, -3.282, 6.146)
S (-2.328, 6.858, -1.687)
C (-4.256, -3.162, 0.657)
F (-5.084, 0.751, -3.021)
H (2.255, -3.313, 4.569)
C (3.285, -3.966, -1.401)
C (-1.415, 3.521, -0.386)
C (-1.008, -1.247, 5.194)
H (0.824, 4.973, 0.497)
O (-6.257, -1.089, -2.878)
H (2.414, -1.968, -1.427)
S (1.482, -3.216, 0.350)
H (-5.332, -3.293, 0.699)
H (-3.717, -1.604, 2.041)
C (-2.476, 1.115, 1.007)
H (2.218, -5.741, -2.107)
C (-3.943, -1.297, -3.299)
H (4.920, -3.171, 4.649)
H (0.022, -4.670, -0.840)
S (2.270, -5.146, 6.094)
H (3.118, 7.043, -1.379)
C (5.886, 4.106, -1.473)
C (-2.537, -1.292, 0.314)
H (-4.180, -2.160, -3.919)
N (-1.662, -1.447, -4.156)
C (2.824, -2.684, -0.714)
S (-1.211, 4.716, -3.345)
H (-1.994, -3.969, 6.989)
H (-3.906, -3.433, -0.337)
H (-1.731, -1.332, 1.039)
C (3.823, -5.500, 6.929)
H (-0.757, -1.857, 7.249)
C (5.282, 2.343, 0.284)
C (-1.480, 5.494, -1.746)
C (0.543, 4.898, -0.553)
C (-3.238, -2.439, 6.060)
S (-2.753, -0.879, 5.310)
C (-3.295, 2.397, 0.930)
H (1.233, -2.770, -4.740)
H (-2.277, -1.979, -0.490)
C (-2.917, 3.392, -0.169)
O (2.034, -3.594, 1.624)
H (5.731, 3.272, -2.158)
H (1.314, 5.716, -2.373)
H (5.753, -4.514, 6.735)
H (-3.869, 2.487, -4.148)
H (-4.337, 2.113, 0.801)
H (3.752, -5.092, 7.935)
H (1.779, -0.673, -5.474)
H (0.896, 3.931, -0.911)
H (-3.320, 4.368, 0.089)
C (1.074, -4.707, -0.571)
H (-3.651, -2.213, 7.041)
C (6.132, 3.559, -0.070)
H (-3.485, 3.298, -5.651)
H (-3.387, 3.084, -1.106)
H (-4.636, -1.018, 0.662)
C (-2.797, -0.474, -3.901)
H (3.871, -4.569, -0.705)
H (-0.873, -1.838, -6.103)
H (-4.054, 0.729, -5.160)
O (0.388, -2.279, 0.273)
C (2.963, -4.101, 4.814)
H (-0.439, -0.333, 5.346)
C (-1.848, 2.242, -4.877)
C (-3.102, 3.053, -4.663)
H (-1.138, 2.852, -5.431)
C (-3.129, 0.175, -5.221)
H (3.911, -3.751, -2.265)
H (3.951, -6.578, 6.976)
H (4.066, -2.815, 6.151)
H (1.255, -5.556, 0.086)
N (-2.062, 1.029, -5.706)
O (1.452, -4.331, 6.961)
H (5.299, -5.495, 5.348)

The calculation puts the frontier orbital gap at 6.809 eV. Its total charge is +1. Its LUMO energy is -3.29 eV.

Results of the Mulliken charge analysis, in e, for atoms 1 through 4: 0.394, -0.079, -0.351, 0.131